No. 1
77
Properties=species:S:1:pos:R:3:forces:R:3:mulliken_charge:R:1 method="wB97M-V/def2-TZVPD" multiplicity=2 total_charge=+3 total_energy_ev=-121219.1590 homo_ev="-13.9 / -17.0" lumo_energy_ev="-9.00 / -9.02"
Sc -0.008188 0.326680 0.756681 0.3 0.2 0.1 0.36
C 2.037802 -0.191624 2.869546 0.1 -0.1 0.0 -0.69
C 1.265294 -1.497168 2.913045 -0.1 -0.2 -0.1 -0.56
O -0.018123 -1.226177 2.295474 0.1 0.1 0.0 -0.34
C -0.800971 -2.309455 1.749825 0.0 0.0 0.1 -0.22
C -2.188448 -1.752757 1.486156 -0.1 0.1 0.1 -0.77
O -2.106443 -0.556034 0.666703 0.1 0.0 0.3 0.30
C -3.051881 0.495380 1.003252 0.0 -0.1 0.0 -0.34
C -2.521280 1.376955 2.118013 0.0 0.1 0.0 -0.78
O -1.199957 1.882685 1.817817 -0.2 -0.1 -0.5 -0.26
C -1.062377 3.163197 1.153243 0.0 0.0 0.1 -0.60
C -1.003688 3.047640 -0.368069 -0.1 -0.1 -0.1 -0.63
O -0.125938 1.937351 -0.664486 0.2 0.0 0.2 -0.31
C 0.230485 1.597361 -2.019128 0.0 0.0 0.0 -0.66
C 1.460235 0.706671 -1.944214 0.1 0.0 0.0 -0.50
O 1.217676 -0.388943 -1.025717 0.1 0.3 0.0 0.34
C 2.405225 -1.025411 -0.490743 0.0 0.1 -0.1 -0.55
C 3.069597 -0.208579 0.612305 0.0 0.1 0.0 -0.75
O 2.086498 0.336468 1.520864 -0.1 -0.4 0.0 -0.38
H 3.046157 -0.317127 3.263427 0.0 0.0 0.0 0.48
H 1.530156 0.572313 3.457634 0.0 0.0 0.0 0.32
H 1.109370 -1.829501 3.939171 0.0 0.0 0.0 0.46
H 1.777565 -2.288501 2.359173 0.0 0.0 0.0 0.40
H -0.861590 -3.135877 2.459486 0.0 0.0 0.0 0.65
H -0.331030 -2.675441 0.830677 0.0 0.0 0.0 0.05
H -2.670451 -1.507059 2.433548 0.0 0.0 0.0 0.45
H -2.788781 -2.499921 0.963695 0.0 0.0 0.0 0.27
H -4.010434 0.059789 1.288899 0.0 0.0 0.0 0.58
H -3.201225 1.059233 0.082977 0.0 0.0 0.0 0.21
H -2.405479 0.802196 3.036792 0.0 0.0 0.0 0.29
H -3.204959 2.201499 2.324126 0.0 0.0 0.0 0.44
H -0.128772 3.576909 1.529079 0.0 0.0 0.0 0.36
H -1.877969 3.822302 1.450783 0.0 0.0 0.0 0.42
H -0.590798 3.962605 -0.794218 0.0 0.0 0.0 0.48
H -1.982378 2.862311 -0.814911 0.0 0.0 0.0 0.37
H 0.485725 2.497688 -2.579810 0.0 0.0 0.0 0.52
H -0.618087 1.102498 -2.498066 0.0 0.0 0.0 0.29
H 2.313724 1.290738 -1.595459 0.0 0.0 0.0 0.41
H 1.684558 0.299910 -2.931949 0.0 0.0 0.0 0.33
H 3.121816 -1.209230 -1.293022 0.0 0.0 0.0 0.55
H 2.060736 -1.989102 -0.113335 0.0 0.0 0.0 0.18
H 3.620749 0.637903 0.205469 0.0 0.0 0.0 0.39
H 3.779490 -0.833407 1.155951 0.0 0.0 0.0 0.49
C -1.619147 -6.169648 0.058859 0.0 0.0 0.0 -0.57
C -2.808818 -5.700562 -0.486812 0.0 0.0 0.0 -0.77
C -2.783822 -4.689165 -1.434723 0.0 0.0 0.0 -0.38
C -1.558156 -4.146682 -1.845681 0.0 0.0 0.0 1.06
C -0.362031 -4.632995 -1.297324 0.0 0.0 0.0 -0.41
C -0.396895 -5.636435 -0.342706 0.0 0.0 0.0 -0.76
Ge -1.523702 -2.834214 -3.206205 0.0 0.0 -0.1 -0.75
C -3.019664 -1.712181 -3.452574 0.0 0.0 0.0 0.90
C -3.936741 -1.515323 -2.409041 0.0 0.0 0.0 0.17
C -5.067221 -0.745176 -2.619018 0.0 0.0 0.0 -0.81
C -5.296279 -0.176018 -3.868886 0.0 0.0 0.0 -0.57
C -4.396823 -0.369682 -4.910836 0.0 0.0 0.0 -0.81
C -3.258350 -1.133291 -4.707837 -0.1 0.0 0.0 -0.47
C 0.002314 -2.651117 -4.298406 0.0 0.0 0.0 0.96
C 0.255558 -1.448726 -4.977796 0.0 0.0 0.0 -0.29
C 1.344446 -1.351121 -5.826013 0.0 0.0 0.0 -0.75
C 2.177355 -2.451591 -6.014086 0.0 0.0 0.0 -0.55
C 1.930177 -3.648702 -5.352714 0.0 0.0 0.0 -0.78
C 0.848970 -3.752472 -4.492326 0.0 0.0 0.0 -0.27
H -1.641910 -6.971769 0.785327 0.0 0.0 0.0 0.47
H -3.752319 -6.139123 -0.189611 0.0 0.0 0.0 0.48
H -3.713702 -4.351818 -1.876323 0.0 0.0 0.0 0.51
H 0.592874 -4.242608 -1.630287 0.0 0.0 0.0 0.42
H 0.524759 -6.028252 0.067806 0.0 0.0 0.0 0.49
H -3.768993 -1.972346 -1.440621 0.0 0.0 0.0 0.25
H -5.788215 -0.606878 -1.823560 0.0 0.0 0.0 0.48
H -6.191980 0.408375 -4.036088 0.0 0.0 0.0 0.45
H -4.593630 0.058132 -5.884791 0.0 0.0 0.0 0.47
H -2.583228 -1.309301 -5.535831 0.0 0.0 0.0 0.51
H -0.402869 -0.596779 -4.852982 0.0 0.0 0.0 0.44
H 1.536000 -0.430787 -6.362188 0.0 0.0 0.0 0.47
H 3.016394 -2.377785 -6.693670 0.0 0.0 0.0 0.45
H 2.570828 -4.504052 -5.520829 0.0 0.0 0.0 0.47
H 0.648508 -4.697777 -4.003511 0.0 0.0 0.0 0.47


No. 2
83
Properties=species:S:1:pos:R:3:forces:R:3:mulliken_charge:R:1 method="wB97M-V/def2-TZVPD" multiplicity=5 total_energy_ev=-75427.1578 homo_ev="-6.8 / -7.7" lumo_energy_ev="0.30 / -2.13"
Ir 13.349053 11.880386 11.555564 0.1 1.0 0.8 1.33
O 15.413628 11.027060 14.958226 -2.6 0.0 -0.3 -0.70
C 14.336297 11.035852 14.364346 3.4 -0.2 -3.3 -0.26
O 14.389676 10.945258 12.952255 0.2 -1.2 3.3 -0.89
C 12.958923 11.037334 14.907004 -1.0 0.1 0.0 0.26
C 11.978052 10.102673 14.106492 0.3 -0.1 0.7 0.12
C 10.735634 9.828632 14.984261 0.5 -0.2 -0.5 -0.98
C 9.970378 11.149684 14.835710 0.1 0.5 -0.2 -0.98
C 10.924718 11.966656 13.918923 0.5 0.3 0.9 -0.10
O 11.484710 10.967140 13.071885 -0.4 -0.5 0.0 -0.45
C 12.208157 12.417239 14.769796 -1.2 -0.5 0.5 -0.01
C 12.938993 13.572909 14.162551 2.1 1.3 -3.3 0.00
O 13.126712 14.688944 14.617524 -0.7 -2.1 0.1 -0.69
O 13.443561 13.332630 12.847910 -1.4 1.6 3.1 -0.92
H 13.000823 10.764724 15.962236 0.1 0.0 -0.1 0.59
H 12.410304 9.183346 13.710441 0.2 0.4 -0.2 0.39
H 11.068584 9.581349 15.992108 -0.3 0.1 0.1 0.40
H 10.190081 8.971393 14.576516 0.0 0.2 0.1 0.33
H 9.805757 11.664313 15.780137 -0.1 0.0 0.0 0.40
H 9.002055 11.015956 14.340274 0.2 0.0 0.1 0.33
H 10.436106 12.759719 13.344319 0.3 -0.2 0.0 0.56
H 11.899269 12.721733 15.773363 0.0 0.1 -0.2 0.66
S 12.306805 13.219532 10.122823 -0.5 0.8 -0.4 -0.70
C 12.150123 12.148525 8.790762 1.2 -3.0 3.2 0.82
N 11.643637 12.643419 7.679407 -0.3 -0.3 -1.8 -0.85
N 10.880555 11.780465 6.998213 0.5 0.7 -0.6 0.18
C 9.722559 11.157604 7.396896 -1.3 -1.6 0.4 0.74
C 9.368338 10.851350 8.726634 0.4 0.1 0.1 0.01
C 8.351963 9.935588 8.986808 -0.2 0.2 0.5 -0.42
C 7.492381 9.487546 7.994396 0.1 -0.1 -0.4 -0.68
C 7.763981 9.880801 6.681358 -0.3 0.0 -0.3 -0.38
C 8.870549 10.661727 6.380391 0.2 0.4 0.0 -0.69
N 12.516318 10.822518 8.974687 -1.0 2.8 -1.5 -1.00
N 12.968165 10.535975 10.192087 0.4 -1.5 0.6 1.94
C 12.998080 9.128696 10.475223 -0.8 0.0 -1.8 0.05
C 13.904053 8.472168 11.306007 0.1 0.5 0.1 -0.01
C 13.815111 7.086749 11.457310 0.0 -0.1 0.2 -0.87
C 12.869401 6.324968 10.765630 0.1 0.6 -0.1 -0.74
C 12.035800 6.990655 9.849423 0.0 -0.4 0.1 -0.53
C 12.100263 8.366224 9.699406 0.0 -0.3 0.2 -0.66
H 11.052175 11.781402 6.003001 -0.4 0.4 -0.1 0.23
H 9.876948 11.313726 9.576411 0.1 -0.4 -0.4 0.33
H 8.233560 9.567979 10.013924 -0.1 0.4 -0.4 0.40
H 6.618304 8.870051 8.228010 0.5 0.1 -0.1 0.38
H 7.105747 9.587735 5.853390 0.3 0.1 0.5 0.34
H 9.025174 10.992419 5.345442 0.1 -0.3 0.4 0.28
H 14.678287 9.057577 11.804208 -0.3 -0.2 0.1 0.47
H 14.509356 6.609207 12.150605 -0.2 0.0 -0.2 0.41
H 12.813954 5.249074 10.929447 0.0 0.3 -0.2 0.39
H 11.328413 6.432197 9.230675 0.2 0.1 0.3 0.40
H 11.481469 8.881571 8.957601 0.2 -0.3 0.5 0.38
C 19.245363 10.928224 7.598770 0.1 -0.6 -0.2 -0.95
C 19.003489 9.716164 8.533797 -0.2 0.6 -0.4 -0.72
C 17.789533 9.813259 9.460152 0.3 -0.4 -0.3 -0.55
C 16.416880 9.896239 8.794934 0.6 0.2 0.5 -0.30
N 16.122231 11.221170 8.255289 0.0 0.2 -1.0 0.16
C 15.637435 12.226131 8.979154 -0.7 0.3 0.4 -0.16
S 15.634699 12.167050 10.710963 0.9 0.0 -0.5 -0.48
N 15.106261 13.321039 8.417888 0.0 0.1 -0.4 0.44
C 15.093381 13.771599 7.022690 -0.2 -0.1 0.2 -0.81
C 15.953043 15.007477 6.796096 0.5 -0.3 -0.5 -0.84
C 17.465926 14.829720 7.039531 0.0 0.3 0.2 -0.35
C 17.932044 14.914338 8.506600 0.1 -0.1 -0.4 -0.95
H 20.256272 10.868480 7.180870 -0.1 0.1 0.1 0.46
H 19.146240 11.886386 8.105372 0.0 0.0 0.2 0.16
H 18.578456 10.931281 6.729946 -0.1 0.0 0.1 0.21
H 19.882046 9.615875 9.166177 0.1 -0.1 0.1 0.37
H 18.930143 8.793762 7.943408 0.1 0.2 0.0 0.31
H 17.918016 10.628282 10.165730 -0.1 0.2 0.1 0.33
H 17.794575 8.896597 10.048027 -0.1 -0.1 0.2 0.47
H 15.665062 9.655116 9.547251 -0.1 0.0 -0.2 -0.48
H 16.352470 9.181120 7.976626 -0.1 0.0 -0.1 0.66
H 16.191117 11.327236 7.239282 -0.2 0.0 0.7 0.27
H 14.562133 13.882783 9.065104 0.4 0.0 0.0 0.31
H 14.060860 14.050418 6.746432 0.3 -0.5 0.2 0.27
H 15.417355 12.955792 6.362174 -0.1 0.2 0.1 0.43
H 15.543155 15.841160 7.377730 0.2 -0.1 0.0 0.35
H 15.815120 15.243585 5.728516 0.0 0.2 0.3 0.40
H 17.984976 15.594570 6.452796 -0.1 0.1 0.2 0.41
H 17.835896 13.897614 6.600348 -0.3 -0.2 0.0 0.14
H 17.603743 15.843073 8.980979 0.0 -0.1 -0.1 0.38
H 19.026533 14.876589 8.542242 -0.2 0.1 0.0 0.35
H 17.565042 14.078346 9.104538 0.0 0.1 0.0 0.12


No. 3
77
Properties=species:S:1:pos:R:3:forces:R:3:mulliken_charge:R:1 method="wB97M-V/def2-TZVPD" multiplicity=1 total_charge=+3 total_energy_ev=-58446.7635 homo_ev="-16.0 / -16.0" lumo_energy_ev="-10.86 / -10.86"
Mo 1.516296 -0.361651 0.036044 1.5 -0.6 1.0 0.48
O -1.457505 0.424328 -1.043813 -0.2 0.1 -0.1 0.26
C -2.218863 -0.751322 -0.695023 -0.1 0.0 0.2 2.41
C -1.338075 -1.497002 0.297510 -0.3 0.6 -0.5 -0.62
O -1.484740 -2.539105 0.803123 0.1 -0.3 0.4 -0.42
O -0.119185 -0.775906 0.579187 -1.1 -0.6 0.2 -0.29
C -3.548202 -0.365421 -0.011403 0.2 0.2 0.0 0.10
C -4.078136 0.907115 -0.219656 -0.1 -0.2 -0.1 -0.28
C -5.296972 1.267147 0.340216 0.1 0.0 0.0 -1.24
C -5.997884 0.360431 1.120465 0.0 0.0 0.0 -0.63
C -5.479121 -0.910160 1.322677 0.0 0.0 0.0 -1.03
C -4.261421 -1.274164 0.763323 0.0 0.0 0.0 -0.20
C -2.444865 -1.638068 -1.933874 0.1 0.0 -0.1 0.03
C -2.273595 -1.113870 -3.213776 0.0 0.0 0.0 -0.01
C -2.545622 -1.885396 -4.336813 0.0 0.0 0.0 -1.01
C -2.988243 -3.190561 -4.194304 0.0 0.0 0.0 -0.58
C -3.157224 -3.719602 -2.922647 0.0 0.0 0.0 -1.01
C -2.892560 -2.951228 -1.798930 0.0 0.0 0.0 -0.19
H -1.981715 0.851095 -1.732178 -0.1 -0.2 -0.1 -0.25
H -3.572098 1.635068 -0.844228 -0.2 -0.3 0.0 0.79
H -5.702629 2.254530 0.155602 0.0 0.0 0.0 0.44
H -6.944019 0.640917 1.565667 0.0 0.0 0.0 0.44
H -6.024376 -1.631273 1.918419 0.0 0.0 0.0 0.45
H -3.885908 -2.272248 0.946427 0.0 0.0 0.0 0.31
H -1.939090 -0.095448 -3.379932 0.0 0.0 0.0 0.36
H -2.418186 -1.457248 -5.322642 0.0 0.0 0.0 0.46
H -3.206959 -3.789825 -5.068879 0.0 0.0 0.0 0.44
H -3.509377 -4.736040 -2.799602 0.0 0.0 0.0 0.45
H -3.051008 -3.385690 -0.822076 0.0 0.0 0.0 0.29
C -0.867683 2.726941 -2.798687 -0.2 0.1 -0.3 -0.90
Si -0.745482 3.249837 -1.064988 0.2 0.1 0.2 0.27
C -2.158877 3.470188 0.040282 -0.2 0.3 0.2 -1.02
C 0.894712 3.922741 -0.572457 0.2 -0.4 0.1 0.82
C 1.056345 5.180382 -1.153242 -0.1 0.0 -0.1 -0.94
C 2.202277 5.939166 -0.917904 0.0 0.0 0.0 -0.82
C 3.195413 5.443890 -0.092382 0.0 0.1 -0.1 -0.92
C 3.041738 4.199754 0.509876 -0.1 0.0 0.1 -0.58
C 1.902270 3.417226 0.286755 -0.1 0.2 -0.1 1.09
Si 1.897161 1.797180 1.147405 0.4 0.1 -0.2 0.79
C 2.340119 2.065060 2.899216 0.0 -0.2 0.3 -1.23
C 2.922037 0.179182 -1.337301 -0.6 0.2 -0.3 -1.00
H -0.218358 3.374986 -3.395548 0.0 -0.1 -0.1 0.60
H -1.883329 2.788458 -3.197165 0.0 0.0 0.0 0.42
H -0.507412 1.699005 -2.920565 0.1 0.1 0.0 0.24
H -1.997094 4.358102 0.657292 0.0 0.0 0.0 0.55
H -2.286811 2.608680 0.708972 0.0 0.1 -0.1 0.38
H -3.085419 3.593942 -0.524923 0.0 0.0 0.1 0.47
H 0.287724 5.596908 -1.806933 0.1 0.0 0.0 0.41
H 2.307390 6.911133 -1.383179 0.0 0.0 0.0 0.45
H 4.086954 6.028782 0.097084 0.0 0.0 0.0 0.45
H 3.833972 3.848718 1.163548 0.0 0.0 0.0 0.31
H 3.339729 2.515496 2.945655 0.0 0.0 0.0 0.44
H 2.345442 1.167532 3.515842 0.0 0.0 0.0 0.36
H 1.648837 2.791177 3.341545 0.1 0.0 0.0 0.48
H 2.799937 0.647327 -2.311515 -0.2 0.1 -0.1 0.49
H 2.536887 -0.920946 -1.444953 0.4 -0.1 -0.6 0.33
H 3.992129 0.109202 -1.142694 0.1 0.0 0.3 0.37
C 3.932475 -1.678473 1.374850 0.1 -0.2 0.1 -0.41
C 4.538691 -2.892083 2.157716 -0.3 0.0 0.0 -0.85
N 3.472717 -3.772364 2.602720 0.0 0.0 0.0 -0.05
C 2.563173 -3.052211 3.481601 0.1 0.1 -0.2 -0.88
C 1.878623 -1.897122 2.691186 0.2 -0.3 0.1 -0.01
N 2.442874 -1.858507 1.292591 -0.3 0.6 -0.2 0.62
C 2.154290 -3.164564 0.603128 0.2 -0.2 0.3 -0.25
C 2.752930 -4.326836 1.469970 0.1 0.2 0.0 -0.90
H 4.338792 -1.640091 0.366368 -0.1 0.0 -0.1 0.37
H 4.142117 -0.735479 1.879345 -0.1 0.1 0.0 0.27
H 5.095078 -2.536336 3.021903 0.0 0.0 0.0 0.34
H 5.221542 -3.446111 1.517191 0.0 0.0 0.0 0.30
H 3.124530 -2.658438 4.326771 0.0 0.0 0.0 0.34
H 1.810083 -3.736828 3.864969 0.0 0.0 0.0 0.33
H 2.063246 -0.931049 3.155516 0.0 0.1 -0.1 -0.21
H 0.807352 -2.055718 2.621647 -0.1 0.0 -0.1 0.38
H 2.621139 -3.145488 -0.381726 0.0 0.1 -0.1 0.63
H 1.076271 -3.282709 0.499784 -0.1 0.1 0.0 0.09
H 3.430320 -4.927580 0.866843 0.0 0.0 0.0 0.31
H 1.954433 -4.971465 1.829709 0.0 0.0 0.0 0.35